{"formula": "C6H10BrN2", "method": "the ωB97M-V functional and the def2-TZVPD basis", "charge": 1, "smiles": "C[C@@]1(Br)C=CCC(=[NH2+])N1", "orbital_gap_ev": 9.77, "relative_energy_kcal_mol": 20.0, "elements": ["C", "C", "C", "C", "C", "C", "N", "N", "Br", "H", "H", "H", "H", "H", "H", "H", "H", "H", "H"], "coordinates": [[-0.337, -0.280, 1.904], [0.247, 0.855, 1.475], [-0.812, -0.984, -0.472], [-0.585, -1.451, 0.958], [0.827, 0.799, -0.164], [1.318, 2.120, -0.690], [-0.162, 0.067, -0.854], [-1.617, -1.669, -1.282], [2.448, -0.472, -0.089], [-0.735, -0.619, 2.857], [0.379, 1.857, 1.889], [0.248, -2.067, 0.936], [-1.245, -2.130, 1.482], [1.082, 2.155, -1.839], [2.426, 2.230, -0.676], [0.914, 3.130, -0.266], [-0.305, 0.433, -1.826], [-2.216, -2.450, -1.002], [-1.876, -1.525, -2.339]], "forces_ev_per_a": [[0.3, 0.5, -0.9], [0.5, -1.0, -2.6], [-1.2, -1.9, 1.1], [-0.5, 1.8, -0.1], [0.5, -0.9, 5.6], [-0.4, 2.1, -2.6], [-0.5, 2.0, -3.5], [-1.5, -0.3, -2.8], [-0.5, 0.7, -0.1], [0.3, 1.3, 0.4], [0.0, -0.7, 0.4], [2.3, -1.0, -0.3], [-1.2, 0.1, -0.8], [0.4, 0.0, 1.9], [-0.9, -0.4, 0.3], [0.2, -2.2, -0.4], [0.0, -0.8, 1.0], [0.8, 0.5, 0.8], [1.4, 0.5, 2.7]]}

---

{"formula": "C4H25NO8", "method": "the ωB97M-V functional and the def2-TZVPD basis", "charge": 0, "smiles": "COC[C@H](C)N.O.O.O.O.O.O.O", "orbital_gap_ev": 9.92, "relative_energy_kcal_mol": 37.9, "elements": ["O", "H", "H", "O", "H", "H", "O", "H", "H", "O", "H", "H", "O", "H", "H", "O", "H", "H", "O", "H", "H", "C", "C", "C", "O", "C", "N", "H", "H", "H", "H", "H", "H", "H", "H", "H", "H", "H"], "coordinates": [[10.634, 9.458, 6.036], [10.262, 8.653, 5.559], [11.438, 9.238, 6.612], [9.628, 5.251, 6.483], [10.219, 4.988, 7.198], [8.853, 4.615, 6.454], [8.791, 11.822, 7.097], [9.186, 11.092, 6.573], [9.282, 11.890, 7.922], [4.725, 4.374, 6.209], [4.496, 3.918, 5.434], [4.577, 5.307, 6.137], [7.007, 7.164, 3.587], [7.882, 6.910, 3.264], [7.225, 7.927, 4.218], [7.426, 3.723, 6.113], [6.684, 4.371, 6.075], [7.415, 3.176, 5.329], [9.799, 7.277, 4.600], [10.523, 6.833, 4.101], [9.688, 6.671, 5.417], [6.991, 7.143, 7.030], [5.725, 7.975, 6.933], [6.160, 9.398, 6.517], [7.033, 9.183, 5.373], [7.490, 10.369, 4.654], [4.733, 7.456, 6.146], [7.010, 6.558, 7.926], [7.877, 7.812, 7.068], [7.217, 6.477, 6.189], [5.402, 8.026, 7.926], [6.740, 10.012, 7.236], [5.370, 10.019, 6.158], [6.840, 10.593, 3.852], [8.460, 10.018, 4.271], [7.710, 11.153, 5.383], [4.986, 7.550, 5.213], [3.828, 7.896, 6.300]], "forces_ev_per_a": [[1.0, -0.5, 0.9], [1.0, 0.7, 0.7], [-2.0, 0.1, -1.6], [-0.3, -0.4, 0.1], [-0.3, 0.0, -0.2], [0.6, 0.5, 0.0], [0.0, -0.3, -0.3], [0.2, 0.4, 0.7], [0.1, -0.2, -0.2], [1.0, -0.4, 2.1], [-0.7, -0.5, -1.7], [-0.4, 1.4, -0.4], [0.5, 1.1, 0.7], [-0.2, 0.0, 0.1], [-0.6, -1.3, -0.8], [0.2, 0.7, 0.5], [0.1, -0.9, -0.1], [-0.2, 0.1, -0.3], [0.6, -1.4, 0.9], [-0.7, 0.5, 0.5], [0.1, 0.6, -1.4], [1.5, 0.1, -0.5], [3.0, 2.2, 1.2], [1.6, 0.1, -0.9], [-0.2, 0.9, -0.1], [1.4, -1.8, 1.8], [-2.9, -1.8, -0.1], [-0.1, -0.5, 0.5], [-0.5, -0.4, 0.1], [-0.5, 0.3, 0.0], [-0.9, 0.3, 1.6], [-0.3, -0.7, 0.1], [-1.1, 0.3, 0.0], [-0.8, 0.6, -0.7], [-0.2, 0.4, -0.3], [-0.6, 0.2, -0.5], [0.3, 0.0, -2.3], [0.3, -0.1, -0.1]]}